Here is C2HFO3S in the gas phase in a non-equilibrium geometry from OMol25. Energies are from ωB97M-V/def2-TZVPD.

Properties
E_LUMO: -0.03687 Ha
Kohn-Sham gap: 9.90 eV
highest occupied orbital energy: -10.91 eV
DFT total energy: -800.5011 a.u.
energy above the lowest of the compared OMol25 structures with the same formula, charge and spin: 30.52 kcal/mol

Element x y z (Å)
C (0.652, 0.022, 0.021)
C (-0.185, 0.942, 1.185)
O (0.294, 1.377, 2.160)
O (0.678, -1.706, -1.921)
O (-1.482, -0.574, -1.466)
F (-1.446, 1.109, 0.809)
S (-0.134, -0.858, -1.107)
H (1.623, -0.311, 0.319)

Forces on atoms 1 to 6 (eV/Å):
C -3.0 1.3 2.1
C 1.7 -2.1 -3.0
O 0.0 0.0 0.0
O -0.1 -0.1 0.3
O 0.0 -0.1 0.4
F 0.1 0.1 0.2

---

Here is a molecular structure, C2HFOYb in a non-equilibrium geometry from OMol25. Energies are from ωB97M-V/def2-TZVPD.

Properties
E_LUMO: -0.04827 Ha
Kohn-Sham gap: 5.26 eV
highest occupied orbital energy: -6.58 eV
DFT total energy: -1410.3741 a.u.

Element x y z (Å)
H (-0.068, -1.721, 0.063)
O (1.248, -0.646, -0.265)
C (-0.598, 0.515, 0.494)
C (0.102, -0.619, 0.445)
Yb (1.185, 1.748, -0.427)
F (-1.870, 0.722, -0.311)

Cartesian forces, eV/Å:
H -1.9 1.3 2.1
O 3.5 2.8 1.2
C -1.3 2.7 -0.9
C -1.0 -3.7 -4.7
Yb -0.4 -1.9 0.3
F 1.1 -1.1 2.1

---

Here is a molecular structure, C2HI5 in a non-equilibrium geometry from OMol25. Energies are from ωB97M-V/def2-TZVPD.

Properties
E_LUMO (alpha / beta): -0.05307 / -0.04056 Ha
Kohn-Sham gap (alpha / beta): 6.74 / 7.21 eV
highest occupied orbital energy (alpha / beta): -8.19 / -8.31 eV
DFT total energy: -1565.1278 a.u.
energy above the lowest of the compared OMol25 structures with the same formula, charge and spin: 75.69 kcal/mol

Element x y z (Å)
C (-1.444, 0.303, 0.108)
C (1.277, -0.504, -0.047)
I (-1.580, 1.366, -1.642)
I (-1.451, 1.164, 1.961)
I (2.037, 0.774, -1.631)
I (1.917, 0.002, 1.850)
I (1.297, -2.519, -0.518)
H (-2.053, -0.586, -0.080)

Forces on atoms 1 to 6 (eV/Å):
C 0.2 -0.4 -0.6
C 0.0 0.9 -0.7
I -0.2 0.4 0.0
I -0.5 0.0 -0.2
I -0.2 -0.7 0.9
I 0.4 -0.1 0.0

---

Here is a molecular structure, C2HLiO2Tm in a non-equilibrium geometry from OMol25. Energies are from ωB97M-V/def2-TZVPD.

Properties
E_LUMO (alpha / beta): -0.57550 / -0.56654 Ha
Kohn-Sham gap (alpha / beta): 4.85 / 7.98 eV
highest occupied orbital energy (alpha / beta): -20.51 / -23.40 eV
multiplicity: 3
DFT total energy: -1318.6216 a.u.
⟨S²⟩: 2.01
net charge: +3

Element x y z (Å)
O (-2.666, 1.431, -0.352)
C (-2.646, 1.916, -1.402)
Tm (-0.354, 1.156, 0.997)
Li (-1.164, -1.174, -0.178)
H (-2.526, 2.539, -2.262)
C (-0.746, -0.696, -2.358)
O (-0.212, -0.652, -3.357)

Forces on atoms 1 to 6 (eV/Å):
O 0.5 0.1 -1.4
C -0.6 -0.1 2.1
Tm 1.0 1.8 1.6
Li -0.8 -2.1 -1.0
H -0.2 0.3 -1.2
C 1.7 0.1 -2.4

---

Here is 2 unconnected molecules or ions with the total composition C2HN2O2 in a non-equilibrium geometry from OMol25. Energies are from ωB97M-V/def2-TZVPD.

Properties
E_LUMO (alpha / beta): 0.11530 / 0.12497 Ha
Kohn-Sham gap (alpha / beta): 7.48 / 7.48 eV
highest occupied orbital energy (alpha / beta): -4.34 / -4.08 eV
DFT total energy: -336.5817 a.u.
energy above the lowest of the compared OMol25 structures with the same formula, charge and spin: 170.35 kcal/mol
net charge: -1

Element x y z (Å)
C (-0.192, 1.424, -0.036)
C (-0.065, 0.121, -0.279)
N (-0.333, 2.578, 0.081)
N (0.690, -0.915, 0.009)
O (0.332, -2.094, -0.023)
O (1.894, -0.573, 0.216)
H (-2.327, -0.542, 0.031)

Forces on atoms 1 to 6 (eV/Å):
C 0.4 1.1 0.4
C -2.7 -1.2 -0.8
N -0.1 0.0 0.1
N 1.5 0.5 0.2
O -0.3 -0.2 0.1
O 0.2 -0.5 0.2

---

Here is 2 unconnected molecules or ions with the total composition C2HN2O3S2 in a non-equilibrium geometry from OMol25. Energies are from ωB97M-V/def2-TZVPD.

Properties
E_LUMO (alpha / beta): 0.10626 / 0.10759 Ha
Kohn-Sham gap (alpha / beta): 7.42 / 7.50 eV
highest occupied orbital energy (alpha / beta): -4.53 / -4.57 eV
DFT total energy: -1208.3225 a.u.
energy above the lowest of the compared OMol25 structures with the same formula, charge and spin: 71.47 kcal/mol
net charge: -1

Element x y z (Å)
C (0.708, -0.646, -1.168)
C (-0.231, 0.223, -0.710)
N (-1.119, 0.704, -1.513)
N (-1.045, 0.201, -2.628)
O (-1.360, -0.131, 2.995)
O (1.126, -0.333, 2.728)
O (-0.104, 1.181, 1.286)
S (0.328, -0.816, -2.877)
S (-0.035, 0.552, 2.663)
H (1.733, -0.935, -0.777)

Forces on atoms 1 to 6 (eV/Å):
C 1.4 0.3 -0.8
C 3.0 -0.8 3.7
N -1.6 0.7 1.3
N -0.2 -0.8 -5.1
O 2.2 1.2 -0.1
O 0.4 -0.2 0.6

---

Here is 2 unconnected molecules or ions with the total composition C2HN2PS in a non-equilibrium geometry from OMol25. Energies are from ωB97M-V/def2-TZVPD.

Properties
E_LUMO (alpha / beta): -0.12074 / -0.14243 Ha
Kohn-Sham gap (alpha / beta): 8.07 / 5.77 eV
highest occupied orbital energy (alpha / beta): -11.35 / -9.64 eV
DFT total energy: -925.7032 a.u.
energy above the lowest of the compared OMol25 structures with the same formula, charge and spin: 86.36 kcal/mol

Element x y z (Å)
C (1.354, 1.262, -1.383)
C (0.589, -1.193, 1.087)
N (2.000, 2.115, -1.760)
N (1.344, -1.405, 1.900)
P (-0.537, -1.061, -0.284)
S (-2.104, -0.219, 0.751)
H (-2.646, 0.500, -0.312)

Forces on atoms 1 to 6 (eV/Å):
C -2.6 -3.2 1.5
C -2.3 0.3 -2.2
N 1.7 2.3 -1.0
N 2.0 -0.5 2.2
P 0.9 1.2 -0.7
S -0.2 0.9 -0.4

---

Here is C2HN3 in the gas phase in a non-equilibrium geometry from OMol25. Energies are from ωB97M-V/def2-TZVPD.

Properties
E_LUMO: -0.00812 Ha
Kohn-Sham gap: 10.53 eV
highest occupied orbital energy: -10.76 eV
DFT total energy: -240.9793 a.u.
energy above the lowest of the compared OMol25 structures with the same formula, charge and spin: 30.28 kcal/mol

Element x y z (Å)
N (0.386, 0.989, 0.449)
N (-0.173, -1.314, 0.780)
C (0.161, -0.241, 0.404)
C (0.355, 1.123, -0.864)
N (0.374, 0.728, -1.975)
H (-1.103, -1.285, 1.206)

Cartesian forces, eV/Å:
N 0.7 0.1 0.9
N -0.5 -1.9 0.1
C -0.6 1.0 3.7
C 0.4 -0.7 -6.0
N -0.1 2.0 1.6
H 0.1 -0.6 -0.3

---

Here is C2HN3O2 in the gas phase in a non-equilibrium geometry from OMol25. Energies are from ωB97M-V/def2-TZVPD.

Properties
E_LUMO: -0.05204 Ha
Kohn-Sham gap: 9.04 eV
highest occupied orbital energy: -10.46 eV
DFT total energy: -391.3709 a.u.
energy above the lowest of the compared OMol25 structures with the same formula, charge and spin: 144.24 kcal/mol

Element x y z (Å)
C (-0.443, 0.504, 0.716)
C (0.704, -0.252, 0.565)
H (1.227, -0.496, 1.386)
N (0.940, -1.036, -0.511)
N (-0.646, 0.146, -1.626)
N (-0.964, 0.781, -0.602)
O (-0.968, 1.165, 1.603)
O (0.149, -0.812, -1.532)

Forces on atoms 1 to 6 (eV/Å):
C -2.9 3.9 -1.2
C 0.4 -3.5 -3.1
H 2.5 -0.6 2.6
N 0.0 2.1 4.1
N -3.7 4.1 0.6
N -0.7 0.5 -0.6

---

Here is C2HN3O2 in the gas phase in a non-equilibrium geometry from OMol25. Energies are from ωB97M-V/def2-TZVPD.

Properties
E_LUMO: -0.03430 Ha
Kohn-Sham gap: 10.29 eV
highest occupied orbital energy: -11.22 eV
DFT total energy: -391.4067 a.u.
energy above the lowest of the compared OMol25 structures with the same formula, charge and spin: 121.79 kcal/mol

Element x y z (Å)
C (1.442, 0.386, 0.085)
C (-0.021, 0.152, 0.350)
H (1.821, 1.319, -0.361)
N (-0.465, -1.207, 0.209)
N (-1.653, -1.066, -0.011)
N (-1.054, 0.925, 0.122)
O (2.055, -0.645, -0.168)
O (-2.125, 0.137, -0.226)

Forces on atoms 1 to 6 (eV/Å):
C 0.4 -2.2 -2.1
C -2.1 -0.2 -1.2
H -0.3 0.4 1.0
N 1.0 2.3 1.2
N -3.6 -5.5 -1.7
N 1.8 2.3 -0.5

---

Here is C2HN3O2 in the gas phase in a non-equilibrium geometry from OMol25. Energies are from ωB97M-V/def2-TZVPD.

Properties
E_LUMO: -0.04823 Ha
Kohn-Sham gap: 9.16 eV
highest occupied orbital energy: -10.47 eV
DFT total energy: -391.4546 a.u.
energy above the lowest of the compared OMol25 structures with the same formula, charge and spin: 91.75 kcal/mol

Element x y z (Å)
C (-1.259, -0.244, 0.164)
C (1.498, -0.411, -0.199)
N (-0.942, 1.104, 0.143)
N (1.239, 0.782, -0.156)
N (0.192, 1.580, 0.038)
O (2.073, -1.389, -0.398)
O (-0.651, -1.077, 0.802)
H (-2.149, -0.345, -0.394)

Forces on atoms 1 to 6 (eV/Å):
C 1.5 -0.4 1.0
C 0.8 -0.1 -0.6
N -0.2 1.1 0.1
N 0.8 0.0 -0.2
N -0.6 0.7 0.4
O -0.3 -0.5 0.4

---

Here is 2 unconnected molecules or ions with the total composition C2HN3O2 in a non-equilibrium geometry from OMol25. Energies are from ωB97M-V/def2-TZVPD.

Properties
E_LUMO: -0.03026 Ha
Kohn-Sham gap: 9.88 eV
highest occupied orbital energy: -10.70 eV
DFT total energy: -391.4430 a.u.
energy above the lowest of the compared OMol25 structures with the same formula, charge and spin: 99.04 kcal/mol

Element x y z (Å)
C (0.778, 0.696, 1.882)
C (0.560, -2.246, -0.517)
N (-0.072, 0.563, 1.050)
N (-0.754, 0.947, 0.040)
N (-0.431, 2.083, -0.324)
O (0.044, -1.807, -1.443)
O (1.071, -2.662, 0.415)
H (-1.196, 2.425, -1.103)

Forces on atoms 1 to 6 (eV/Å):
C -1.3 -0.8 -0.9
C -0.2 0.3 -0.3
N 4.1 -0.3 3.9
N -3.0 1.1 -3.0
N -2.2 1.5 -1.9
O -0.6 0.5 -1.2

---

Here is C2HN3O2S in the gas phase in a non-equilibrium geometry from OMol25. Energies are from ωB97M-V/def2-TZVPD.

Properties
E_LUMO: -0.01819 Ha
Kohn-Sham gap: 10.86 eV
highest occupied orbital energy: -11.35 eV
DFT total energy: -789.6506 a.u.
energy above the lowest of the compared OMol25 structures with the same formula, charge and spin: 51.06 kcal/mol

Element x y z (Å)
C (-1.683, -0.821, 0.310)
C (1.620, 0.718, 0.738)
N (-2.281, -1.770, 0.538)
N (2.186, 1.189, 1.608)
N (-0.961, 0.262, 0.098)
O (0.992, -1.415, -0.633)
O (0.840, 0.808, -1.749)
S (0.723, -0.028, -0.608)
H (-1.436, 1.057, -0.302)

Forces on atoms 1 to 6 (eV/Å):
C -0.2 -0.3 0.1
C -1.0 -0.9 -1.5
N -0.5 -0.7 0.2
N 0.5 0.4 0.8
N 3.1 0.2 -1.0
O -0.2 0.2 0.4

---

Here is 2 unconnected molecules or ions with the total composition C2HN3O2S in a non-equilibrium geometry from OMol25. Energies are from ωB97M-V/def2-TZVPD.

Properties
E_LUMO (alpha / beta): -0.03452 / -0.03453 Ha
Kohn-Sham gap (alpha / beta): 8.36 / 8.36 eV
highest occupied orbital energy (alpha / beta): -9.30 / -9.30 eV
DFT total energy: -789.6689 a.u.
energy above the lowest of the compared OMol25 structures with the same formula, charge and spin: 39.55 kcal/mol

Element x y z (Å)
C (3.690, -0.998, -0.749)
C (-1.215, 0.960, -1.042)
N (1.053, -1.609, -0.860)
N (0.369, -0.770, -0.602)
N (-0.416, 0.072, -0.282)
O (3.335, -0.726, 0.319)
O (3.981, -1.338, -1.796)
S (-2.335, 2.143, -0.906)
H (-0.864, 0.637, -2.084)

Forces on atoms 1 to 6 (eV/Å):
C -0.7 -0.1 1.7
C 1.8 -1.7 -3.4
N 0.7 -0.9 -0.1
N -0.7 0.1 -1.5
N -2.4 2.8 3.3
O 0.3 0.5 0.4

---

Here is a molecular structure, C2HN3O2S in a non-equilibrium geometry from OMol25. Energies are from ωB97M-V/def2-TZVPD.

Properties
E_LUMO: -0.06167 Ha
Kohn-Sham gap: 8.09 eV
highest occupied orbital energy: -9.77 eV
DFT total energy: -789.6070 a.u.
energy above the lowest of the compared OMol25 structures with the same formula, charge and spin: 78.38 kcal/mol

Element x y z (Å)
C (-0.194, -0.024, 0.261)
C (1.238, -0.189, -1.183)
H (1.943, -0.146, -1.955)
N (-1.274, 0.533, 1.056)
N (0.354, 0.651, -0.811)
N (0.288, -1.188, 0.501)
O (-1.359, 0.012, 2.163)
O (1.260, -1.310, -0.473)
S (-2.256, 1.660, 0.441)

Forces on atoms 1 to 6 (eV/Å):
C -0.1 1.1 -1.1
C -0.4 -0.5 0.5
H 0.8 0.3 -1.0
N 0.0 -0.6 0.5
N -0.6 0.3 0.7
N 0.2 -0.4 0.2

---

Here is 2 unconnected molecules or ions with the total composition C2HN3O3 in a non-equilibrium geometry from OMol25. Energies are from ωB97M-V/def2-TZVPD.

Properties
E_LUMO (alpha / beta): -0.02663 / -0.09003 Ha
Kohn-Sham gap (alpha / beta): 11.01 / 7.08 eV
highest occupied orbital energy (alpha / beta): -11.74 / -9.53 eV
DFT total energy: -466.4792 a.u.
energy above the lowest of the compared OMol25 structures with the same formula, charge and spin: 243.86 kcal/mol

Element x y z (Å)
C (-1.911, 0.306, -0.208)
C (-0.496, 0.700, -0.285)
N (-2.026, -0.870, -0.693)
N (0.165, -0.337, -0.821)
N (2.387, 0.142, 0.842)
O (2.159, 0.996, 1.611)
O (3.249, -0.438, 0.330)
O (-0.764, -1.256, -1.072)
H (-2.764, 0.758, 0.296)

Forces on atoms 1 to 6 (eV/Å):
C 0.9 1.4 1.0
C -0.3 -3.4 -1.2
N 0.4 -0.6 -0.3
N -0.9 3.3 1.3
N -3.0 -0.8 -0.6
O 0.9 1.1 1.0

---

Here is a molecular structure, C2HN3O3 in a non-equilibrium geometry from OMol25. Energies are from ωB97M-V/def2-TZVPD.

Properties
E_LUMO: -0.02916 Ha
Kohn-Sham gap: 10.86 eV
highest occupied orbital energy: -11.65 eV
DFT total energy: -466.5984 a.u.
energy above the lowest of the compared OMol25 structures with the same formula, charge and spin: 169.06 kcal/mol

Element x y z (Å)
C (0.166, 0.324, 0.122)
C (-0.034, -1.267, -1.090)
H (-0.571, -1.964, -1.665)
N (-0.309, 1.235, 1.187)
N (-0.775, -0.578, -0.301)
N (1.326, 0.132, -0.311)
O (-1.491, 1.146, 1.385)
O (0.397, 2.076, 1.520)
O (1.291, -1.104, -0.848)

Forces on atoms 1 to 6 (eV/Å):
C -2.9 -0.9 1.4
C -1.0 -1.4 2.3
H 0.8 -1.5 -1.1
N -2.6 -1.6 -3.8
N 0.4 1.2 -1.1
N 3.4 0.9 2.5

---

Here is 2 unconnected molecules or ions with the total composition C2HN4S3 in a non-equilibrium geometry from OMol25. Energies are from ωB97M-V/def2-TZVPD.

Properties
E_LUMO: 0.10462 Ha
Kohn-Sham gap: 7.56 eV
highest occupied orbital energy: -4.71 eV
DFT total energy: -1490.4030 a.u.
energy above the lowest of the compared OMol25 structures with the same formula, charge and spin: 16.56 kcal/mol
net charge: -1

Element x y z (Å)
C (1.275, -0.425, -0.180)
C (-2.047, 0.900, -0.247)
N (0.066, -0.319, 1.595)
N (2.042, -0.827, 0.855)
N (1.238, -0.789, 1.907)
N (0.028, -0.100, 0.265)
S (1.730, -0.412, -1.866)
S (-3.111, -0.137, 0.343)
S (-1.572, 2.400, -0.623)
H (0.351, -0.293, -2.048)

Forces on atoms 1 to 6 (eV/Å):
C -0.6 0.0 2.4
C -1.1 1.6 0.9
N 0.1 -0.4 -1.0
N -0.3 -0.2 -1.5
N 0.0 0.6 0.8
N 1.2 -0.4 -0.1

---

Here is 2 unconnected molecules or ions with the total composition C2HNO in a non-equilibrium geometry from OMol25. Energies are from ωB97M-V/def2-TZVPD.

Properties
E_LUMO (alpha / beta): -0.02865 / -0.06821 Ha
Kohn-Sham gap (alpha / beta): 10.13 / 7.78 eV
highest occupied orbital energy (alpha / beta): -10.91 / -9.63 eV
DFT total energy: -206.5019 a.u.
energy above the lowest of the compared OMol25 structures with the same formula, charge and spin: 170.13 kcal/mol

Element x y z (Å)
C (0.779, -1.210, -0.517)
C (0.518, -0.124, -0.099)
N (-1.697, 2.056, 1.020)
O (-0.772, 1.457, 0.548)
H (1.172, -2.179, -0.952)

Cartesian forces, eV/Å:
C 1.2 -3.1 -1.4
C 0.2 0.1 0.3
N 3.9 -3.1 -1.9
O -4.4 4.1 2.1
H -0.8 1.9 0.9

---

Here is C2HNO2 in the gas phase in a non-equilibrium geometry from OMol25. Energies are from ωB97M-V/def2-TZVPD.

Properties
E_LUMO (alpha / beta): -0.02174 / -0.03997 Ha
Kohn-Sham gap (alpha / beta): 8.75 / 8.41 eV
highest occupied orbital energy (alpha / beta): -9.34 / -9.50 eV
DFT total energy: -281.7637 a.u.
energy above the lowest of the compared OMol25 structures with the same formula, charge and spin: 182.89 kcal/mol

Element x y z (Å)
C (-1.064, -0.050, -0.528)
C (0.348, -0.512, -0.088)
N (1.264, 0.179, 0.328)
O (2.090, 0.993, 0.033)
O (-0.749, -1.148, 0.358)
H (-1.889, 0.538, -0.103)

Cartesian forces, eV/Å:
C 1.3 -1.9 0.5
C -4.3 2.1 -2.4
N 1.9 -0.3 1.7
O 0.7 0.7 -0.3
O -0.2 -0.9 0.7
H 0.6 0.3 -0.2